No. 1
Molecular formula: C19H17N2Pr
Method: DFT, ωB97M-V with the def2-TZVPD basis set

```
39
Properties=species:S:1:pos:R:3
C -1.69 -0.88 -3.03
C -1.69 0.46 -2.92
H -2.18 -1.51 -2.29
H -1.20 -1.38 -3.86
H -1.20 1.09 -3.67
H -2.18 0.96 -2.09
Pr 0.95 -0.17 -1.24
C 2.79 -1.45 -2.04
C 2.38 -0.59 -3.13
C 3.09 0.84 -1.38
C 3.18 -0.57 -0.91
H 1.98 -0.92 -4.06
H 2.32 1.66 -3.32
H 3.34 1.71 -0.82
C 2.56 0.81 -2.73
H 3.49 -0.88 0.04
H 2.78 -2.51 -2.04
C -1.43 -3.22 0.99
C -0.58 -2.57 0.09
N -0.36 -1.27 0.23
C -0.91 -0.48 1.17
C -1.79 -1.10 2.09
C -2.04 -2.48 1.97
C -2.32 -0.31 3.14
C -1.95 0.99 3.29
C -1.00 1.60 2.42
C -0.46 2.87 2.67
C 0.58 3.34 1.91
C 1.10 2.58 0.87
N 0.53 1.40 0.54
C -0.48 0.89 1.31
H -1.59 -4.29 0.89
H -0.07 -3.13 -0.70
H -2.69 -2.98 2.69
H -2.99 -0.80 3.85
H -2.33 1.55 4.14
H -0.85 3.44 3.51
H 1.01 4.32 2.14
H 1.93 2.97 0.27
```

Results
Kohn-Sham gap (spin up / spin down): 8.2 / 8.2 eV
Charge: +2
HOMO energy (spin up / spin down): -15.563 / -15.572 eV
2S+1: 3


No. 2
Molecular formula: C19H17N3O4S
Method: DFT, ωB97M-V with the def2-TZVPD basis set

```
44
Properties=species:S:1:pos:R:3
C 2.90 2.54 0.15
C 1.56 2.10 -0.31
C 0.35 2.71 -0.17
C -0.63 1.87 -0.79
C 0.06 0.76 -1.28
N 1.37 0.91 -0.98
C 2.42 -0.02 -1.28
C 2.92 -0.72 -0.05
C 2.29 -1.20 1.06
C 3.31 -1.77 1.87
C 4.47 -1.60 1.19
O 4.25 -0.97 0.02
H 5.49 -1.88 1.41
H 3.18 -2.23 2.82
H 1.25 -1.14 1.30
H 3.27 0.51 -1.73
H 2.05 -0.75 -2.01
C -0.48 -0.44 -1.97
H -0.10 -0.50 -2.99
H -1.56 -0.36 -2.02
H -0.21 -1.35 -1.44
C -2.06 2.06 -0.84
O -2.81 1.47 -1.58
C -2.64 3.07 0.16
H -2.36 4.08 -0.12
H -3.73 2.98 0.15
S -2.04 2.84 1.87
C -1.73 1.15 1.82
N -0.75 0.50 2.38
N -0.88 -0.78 2.01
C -1.93 -0.87 1.24
C -2.45 -2.00 0.55
C -3.49 -2.07 -0.35
C -3.56 -3.42 -0.75
C -2.57 -4.07 -0.07
O -1.89 -3.22 0.71
H -2.27 -5.09 -0.06
H -4.25 -3.85 -1.45
H -4.09 -1.25 -0.68
O -2.53 0.34 1.10
H 0.17 3.66 0.29
H 2.81 3.50 0.67
H 3.33 1.82 0.85
H 3.59 2.66 -0.68
```

Results
ΔE to the lowest compared entry with this formula, charge and spin: 62.06 kcal/mol
SMILES: Cc1cc(C(=O)CSc2nnc(-c3ccco3)o2)c(C)n1Cc1ccco1
Kohn-Sham gap: 8.6 eV
HOMO energy: -8.169 eV
2S+1: 1


No. 3
Molecular formula: C19H17N3O5S2
Method: DFT, ωB97M-V with the def2-TZVPD basis set

```
46
Properties=species:S:1:pos:R:3
C -6.56 -1.14 2.31
H -7.26 -0.71 1.59
O -5.36 -0.41 2.35
C -4.61 -0.32 1.22
C -4.94 -0.91 0.01
C -4.10 -0.76 -1.10
C -2.93 -0.03 -0.99
C -2.60 0.56 0.23
C -3.43 0.42 1.33
H -3.19 0.87 2.28
C -1.38 1.33 0.31
N -0.57 1.53 -0.67
N 0.48 2.27 -0.39
C 0.51 2.67 0.84
S 1.77 3.64 1.51
C 2.73 3.95 0.00
H 3.57 4.58 0.31
H 2.11 4.50 -0.70
C 3.27 2.71 -0.71
O 3.50 2.75 -1.90
N 3.52 1.66 0.11
C 3.96 0.38 -0.22
C 4.11 -0.54 0.82
C 4.56 -1.83 0.56
C 4.86 -2.21 -0.75
C 4.70 -1.30 -1.78
C 4.26 -0.01 -1.52
H 4.14 0.70 -2.32
H 4.93 -1.59 -2.79
H 5.20 -3.21 -0.93
C 4.73 -2.82 1.64
O 5.11 -3.95 1.49
O 4.41 -2.34 2.86
H 4.54 -3.04 3.52
H 3.88 -0.25 1.84
H 3.29 1.79 1.09
S -0.84 2.12 1.80
H -2.26 0.11 -1.82
O -4.53 -1.38 -2.23
C -3.74 -1.28 -3.39
H -2.75 -1.72 -3.24
H -4.27 -1.84 -4.15
H -3.63 -0.24 -3.71
H -5.84 -1.49 -0.12
H -6.38 -2.19 2.07
H -6.98 -1.06 3.31
```

Results
ΔE to the lowest compared entry with this formula, charge and spin: 0.00 kcal/mol
SMILES: COc1cc(OC)cc(-c2nnc(SCC(=O)Nc3cccc(C(=O)O)c3)s2)c1
Kohn-Sham gap: 8.5 eV
HOMO energy: -8.595 eV
2S+1: 1


No. 4
Molecular formula: C19H18BrIMnN4O4Te
Method: DFT, ωB97M-V with the def2-TZVPD basis set

```
49
Properties=species:S:1:pos:R:3
Mn 0.42 -0.71 0.49
O -2.90 0.89 -1.13
C -1.90 0.64 -0.53
O -1.10 -0.48 -0.81
C -1.41 1.44 0.61
C -1.95 2.61 1.08
C -1.34 3.20 2.19
C -0.24 2.60 2.78
C 0.24 1.42 2.24
N -0.35 0.89 1.19
C 1.38 0.56 2.73
O 2.00 0.84 3.71
O 1.56 -0.51 1.96
H -2.83 3.03 0.61
H -1.74 4.13 2.59
H 0.27 3.04 3.63
Br -3.58 -4.82 2.41
C -2.28 -4.18 3.60
C -2.34 -4.55 4.93
C -1.37 -4.10 5.83
C -0.34 -3.27 5.41
C -0.26 -2.87 4.08
C -1.24 -3.35 3.22
I -1.07 -2.74 1.24
H -3.14 -5.20 5.27
H -1.43 -4.40 6.87
H 0.41 -2.93 6.11
H 0.54 -2.23 3.74
C -2.08 -3.81 -1.75
Te -2.42 -1.74 -1.74
C -1.23 -1.37 -3.40
H -2.58 -4.14 -2.67
H -2.55 -4.24 -0.87
H -1.02 -4.05 -1.78
H -0.32 -1.96 -3.30
H -1.02 -0.30 -3.43
H -1.79 -1.68 -4.28
N 3.18 2.31 -3.16
C 2.81 1.17 -2.55
C 2.01 1.19 -1.39
N 1.68 0.06 -0.82
C 2.10 -1.11 -1.33
C 2.85 -1.12 -2.48
N 3.19 0.01 -3.10
H 2.97 3.22 -2.78
H 3.79 2.25 -3.96
H 1.66 2.11 -0.93
H 1.86 -2.02 -0.78
H 3.18 -2.05 -2.92
```

Results
Kohn-Sham gap (spin up / spin down): 5.8 / 5.7 eV
Charge: +2
HOMO energy (spin up / spin down): -14.361 / -14.245 eV
2S+1: 2


No. 5
Molecular formula: C19H18BrNO5S
Method: DFT, ωB97M-V with the def2-TZVPD basis set

```
45
Properties=species:S:1:pos:R:3
C 4.80 -3.93 -2.65
H 4.29 -4.13 -3.59
H 5.45 -4.77 -2.37
H 5.39 -3.02 -2.75
O 3.86 -3.80 -1.59
C 2.97 -2.80 -1.73
O 2.95 -2.06 -2.68
C 2.02 -2.73 -0.58
C 1.03 -1.77 -0.63
C 0.11 -1.65 0.41
C 0.21 -2.53 1.52
C 1.22 -3.49 1.54
C 2.13 -3.60 0.50
H 2.90 -4.34 0.53
H 1.29 -4.15 2.39
C -0.74 -2.45 2.65
O -1.72 -1.73 2.70
O -0.42 -3.27 3.65
C -1.28 -3.25 4.78
H -0.86 -3.93 5.50
H -1.34 -2.24 5.19
H -2.29 -3.57 4.49
N -0.90 -0.70 0.40
C -1.16 0.27 -0.52
O -0.53 0.46 -1.54
C -2.31 1.16 -0.10
H -2.62 1.80 -0.92
H -3.15 0.58 0.27
S -1.77 2.20 1.30
C -0.45 3.18 0.48
C -1.03 4.10 -0.55
C -1.65 5.30 -0.21
C -2.22 6.12 -1.16
C -2.19 5.74 -2.49
C -1.58 4.55 -2.86
C -1.02 3.74 -1.89
H -0.55 2.80 -2.18
H -1.55 4.24 -3.89
H -2.63 6.38 -3.24
H -2.68 7.05 -0.87
Br -1.72 5.87 1.62
H 0.03 3.72 1.29
H 0.25 2.48 0.03
H -1.49 -0.73 1.23
H 0.97 -1.11 -1.48
```

Results
ΔE to the lowest compared entry with this formula, charge and spin: 0.00 kcal/mol
SMILES: COC(=O)c1ccc(C(=O)OC)c(NC(=O)CSCc2ccccc2Br)c1
Kohn-Sham gap: 8.2 eV
HOMO energy: -8.539 eV
2S+1: 1


No. 6
Molecular formula: C19H18CdIN3O2S2
Method: DFT, ωB97M-V with the def2-TZVPD basis set

```
46
Properties=species:S:1:pos:R:3
C -2.61 -2.02 -3.95
C -3.75 -1.02 -3.74
H -2.00 -1.76 -4.82
H -2.99 -3.04 -4.08
H -1.95 -2.04 -3.08
H -3.36 -0.01 -3.55
H -4.39 -0.98 -4.62
H -4.36 -1.31 -2.88
C 3.37 0.60 -1.26
C 4.65 1.16 -1.36
C 4.84 2.49 -0.98
C 3.74 3.23 -0.58
H 3.19 -0.42 -1.61
H 5.46 0.55 -1.73
H 5.83 2.94 -1.00
H 3.81 4.28 -0.31
N 2.33 1.30 -0.80
C 2.48 2.61 -0.52
C 1.27 3.39 -0.13
N 0.08 2.74 -0.20
C -1.05 3.35 0.21
C 0.18 5.35 0.75
C -1.03 4.66 0.69
H -1.96 2.77 0.17
H -1.96 5.10 1.01
C 1.34 4.72 0.32
H 2.32 5.21 0.36
H 0.21 6.37 1.15
Cd -0.06 0.46 -0.63
I 0.42 -0.71 -3.03
O -1.78 -3.56 -0.51
S -2.27 -2.88 0.66
O -3.69 -2.84 0.89
N -1.58 -1.35 0.73
C -0.89 -1.12 1.84
S -0.11 0.37 1.97
C -0.73 -2.30 2.69
C 0.20 -2.52 3.70
C 0.37 -3.81 4.21
C -0.42 -4.88 3.74
C -1.34 -4.67 2.69
C -1.43 -3.39 2.16
H 0.81 -1.67 4.02
H 1.12 -4.02 4.97
H -0.35 -5.89 4.17
H -1.97 -5.45 2.28
```

Results
ΔE to the lowest compared entry with this formula, charge and spin: 3.07 kcal/mol
Kohn-Sham gap: 7.3 eV
HOMO energy: -8.276 eV
2S+1: 1


Per-record molar mass, Da: 414.3 383.4 431.5 755.7 452.3 623.8
Per-record electronic energy, Eh: -1360.148843 -1597.587027 -2071.090446 -5544.929107 -4138.048412 -2311.428963